No. 1
# C32H46O27

9 unconnected molecules or ions with the total composition C32H46O27 at a distorted geometry (ωB97M-V with the def2-TZVPD basis set, the OMol25 dataset).

Values from the calculation:
Gap between HOMO and LUMO, eV: 9.94
HOMO level, eV: -10.52
SMILES string: C[C@H]1COC(=O)O1.C[C@H]1COC(=O)O1.C[C@H]1COC(=O)O1.C[C@H]1COC(=O)O1.C[C@H]1COC(=O)O1.O=C1OCCO1.O=C1OCCO1.O=C1OCCO1.O=C1OCCO1
E_LUMO, eV: -0.582
ΔE to the lowest compared entry with this formula, charge and spin, kcal/mol: 162.12
E, a.u.: -3278.33734
Molar mass, g mol⁻¹: 862.7

Positions of all 105 atoms, in Å:
C: -1.4264 -2.9394 -5.7525
C: -0.5862 -4.2531 -5.7051
C: 0.9151 -4.1831 -6.0158
O: 1.5954 -4.4904 -4.7941
C: 0.7201 -4.7365 -3.8590
O: 1.0308 -5.2184 -2.7532
O: -0.4943 -4.6359 -4.3261
H: -1.0569 -2.1141 -5.1439
H: -2.5121 -3.0163 -5.6937
H: -1.3899 -2.4154 -6.7076
H: -0.8699 -5.0757 -6.3615
H: 1.2939 -3.2667 -6.4683
H: 1.1310 -5.0948 -6.5727
C: 3.6476 -0.8095 1.1386
C: 3.4405 -1.8375 2.3021
C: 4.1139 -1.5331 3.6378
O: 3.0401 -1.2940 4.5182
C: 1.8927 -1.6452 4.0045
O: 0.8215 -1.7222 4.5704
O: 2.0708 -1.7962 2.6837
H: 3.2802 -1.3123 0.2440
H: 4.6797 -0.4669 1.0658
H: 2.9387 -0.0090 1.3502
H: 3.7525 -2.8316 1.9820
H: 4.7899 -0.6848 3.5299
H: 4.7277 -2.3654 3.9820
C: 3.8536 6.8572 2.0328
C: 2.6915 6.2855 2.8916
C: 2.4585 4.7720 2.8798
O: 2.7221 4.3294 4.2237
C: 3.0113 5.3270 5.0372
O: 3.0692 5.2772 6.2791
O: 3.0803 6.4395 4.2401
H: 3.5003 7.0340 1.0168
H: 4.7116 6.1875 2.0916
H: 4.3274 7.7398 2.4625
H: 1.7834 6.8676 2.7352
H: 3.2371 4.2625 2.3120
H: 1.4621 4.5385 2.5047
C: -5.0163 -3.0495 7.5601
C: -5.4357 -4.1817 6.6274
C: -4.9106 -5.4613 7.0447
O: -6.0657 -6.3276 6.9041
C: -7.1775 -5.6050 6.8073
O: -8.3842 -6.0064 6.7749
O: -6.8416 -4.3269 6.6508
H: -5.3965 -2.0399 7.4044
H: -3.9282 -2.9954 7.5268
H: -5.3176 -3.3562 8.5617
H: -5.1111 -4.1678 5.5870
H: -4.5574 -5.4031 8.0742
H: -3.9954 -5.7589 6.5330
C: 4.1078 0.4120 -4.6784
C: 4.5523 1.9007 -4.5459
C: 3.4700 2.7174 -3.7959
O: 4.2491 3.3630 -2.9067
C: 5.5901 2.9509 -2.9263
O: 6.5245 3.2695 -2.1955
O: 5.6955 2.0712 -3.8819
H: 4.0540 0.1023 -5.7220
H: 3.1739 0.1302 -4.1920
H: 4.9604 -0.1375 -4.2794
H: 4.6382 2.3396 -5.5399
H: 2.7310 2.1338 -3.2469
H: 2.9708 3.2960 -4.5732
O: -6.2363 5.0176 -5.4306
C: -5.2965 4.3330 -5.6498
O: -5.1433 3.4804 -6.7034
C: -3.7931 3.1740 -6.8608
C: -3.2465 3.4200 -5.4671
O: -4.2219 4.2677 -4.8788
H: -3.7013 2.1115 -7.0862
H: -3.2701 3.7947 -7.5884
H: -2.2494 3.8573 -5.5191
H: -3.1826 2.5472 -4.8173
O: -0.4713 -9.9783 3.4156
C: 0.3085 -9.0585 3.4292
O: 1.4870 -9.1775 2.9458
C: 1.8898 -7.8855 2.5060
C: 0.9717 -6.8667 3.1592
O: 0.0106 -7.7819 3.7616
H: 2.9277 -7.6183 2.7044
H: 1.7784 -7.9377 1.4230
H: 0.4998 -6.2054 2.4325
H: 1.4373 -6.4353 4.0454
O: -1.1756 1.7081 -0.5963
C: -1.6649 0.6906 -0.0720
O: -1.6535 0.2854 1.1593
C: -2.6164 -0.7406 1.3286
C: -2.5480 -1.3462 -0.0087
O: -2.3282 -0.1710 -0.7637
H: -2.3483 -1.4090 2.1469
H: -3.6383 -0.4308 1.5474
H: -3.4554 -1.9013 -0.2467
H: -1.7396 -2.0771 -0.0324
O: -1.9841 7.0526 0.6512
C: -1.7231 7.3322 -0.5657
O: -0.4604 7.4169 -1.0742
C: -0.5249 7.3938 -2.4365
C: -1.8505 8.1286 -2.6021
O: -2.5964 7.6711 -1.4781
H: 0.3175 7.9014 -2.9064
H: -0.4221 6.3915 -2.8524
H: -2.3030 7.7876 -3.5332
H: -1.8180 9.2180 -2.6214

=====

No. 2
# C32H46O27

9 unconnected molecules or ions with the total composition C32H46O27 at a distorted geometry (ωB97M-V with the def2-TZVPD basis set, the OMol25 dataset).

Values from the calculation:
Gap between HOMO and LUMO, eV: 10.30
HOMO level, eV: -10.59
SMILES string: C[C@H]1COC(=O)O1.C[C@H]1COC(=O)O1.C[C@H]1COC(=O)O1.C[C@H]1COC(=O)O1.C[C@H]1COC(=O)O1.O=C1OCCO1.O=C1OCCO1.O=C1OCCO1.O=C1OCCO1
E_LUMO, eV: -0.287
ΔE to the lowest compared entry with this formula, charge and spin, kcal/mol: 129.07
E, a.u.: -3278.39001
Molar mass, g mol⁻¹: 862.7

Positions of all 105 atoms, in Å:
C: -11.4694 4.4435 -10.1193
C: -12.0057 5.0199 -11.4001
C: -13.1634 4.2033 -11.9003
O: -13.9480 5.2760 -12.3373
C: -13.7158 6.4053 -11.6906
O: -14.4083 7.4108 -11.7454
O: -12.5565 6.2912 -11.1697
H: -12.2419 4.4244 -9.3506
H: -10.6793 5.0866 -9.7317
H: -11.0529 3.4632 -10.3514
H: -11.2667 4.9532 -12.1986
H: -13.6557 3.4672 -11.2648
H: -12.9140 3.6739 -12.8198
C: -7.9536 1.3374 -13.3459
C: -8.9925 2.3854 -12.9508
C: -8.3940 3.7354 -12.5828
O: -8.9446 4.6056 -13.5702
C: -9.8532 3.9367 -14.3757
O: -10.6160 4.5162 -15.1358
O: -9.7759 2.6450 -14.1099
H: -7.4004 0.9569 -12.4872
H: -7.2489 1.8870 -13.9699
H: -8.3207 0.4338 -13.8324
H: -9.5291 2.0256 -12.0729
H: -7.3283 3.5342 -12.6925
H: -8.6414 4.2167 -11.6367
C: -11.1641 -1.6533 -16.5835
C: -9.6876 -2.0100 -16.7068
C: -8.8425 -0.8372 -17.1210
O: -7.7696 -0.9630 -16.2460
C: -7.9063 -1.8960 -15.3783
O: -7.0790 -2.3490 -14.5709
O: -9.1344 -2.4073 -15.5541
H: -11.6824 -2.6121 -16.5716
H: -11.5356 -0.9616 -17.3396
H: -11.3690 -1.0262 -15.7159
H: -9.7094 -2.7063 -17.5451
H: -9.3593 0.0922 -16.8819
H: -8.5862 -0.9224 -18.1770
C: -7.8103 2.5252 -17.9009
C: -6.7565 2.1856 -18.9306
C: -5.4305 2.9168 -18.7356
O: -4.4635 1.9355 -18.6627
C: -5.0556 0.7158 -18.7346
O: -4.5372 -0.3431 -18.5285
O: -6.3592 0.8524 -18.7519
H: -7.5493 2.5278 -16.8426
H: -8.7503 1.9826 -18.0017
H: -8.2748 3.5081 -17.9791
H: -7.1704 2.3248 -19.9293
H: -5.4500 3.6043 -17.8900
H: -5.1986 3.4399 -19.6633
C: -8.3133 7.1564 -11.4255
C: -8.5518 8.7497 -11.2088
C: -10.0177 9.1023 -11.1247
O: -10.0689 9.9012 -9.9702
C: -8.8970 9.7548 -9.2916
O: -8.8547 10.2208 -8.1709
O: -7.9802 9.0811 -10.0138
H: -9.1877 6.7018 -11.8912
H: -8.2739 6.5720 -10.5062
H: -7.3765 6.8590 -11.8967
H: -8.2626 9.4278 -12.0117
H: -10.7263 8.2793 -11.0314
H: -10.2816 9.6353 -12.0382
O: -13.6650 7.0994 -20.0043
C: -13.5034 6.4379 -19.0499
O: -12.5498 5.4771 -19.0229
C: -12.0155 5.3421 -17.7506
C: -13.3163 5.5666 -16.9823
O: -14.0542 6.4714 -17.8086
H: -11.6621 4.3156 -17.6537
H: -11.2959 6.1180 -17.4893
H: -13.1650 6.0486 -16.0164
H: -14.0332 4.7573 -16.8440
O: -6.1404 3.9666 -14.9321
C: -5.1006 4.6104 -14.6780
O: -4.4111 4.3743 -13.5511
C: -3.4253 5.3800 -13.3986
C: -3.2376 5.8895 -14.8441
O: -4.3492 5.4028 -15.5448
H: -3.7695 6.1538 -12.7124
H: -2.4819 5.0730 -12.9471
H: -2.2748 5.5117 -15.1880
H: -3.1992 6.9788 -14.8437
O: -9.7361 -0.8417 -10.1185
C: -10.6360 -0.8456 -10.9517
O: -10.9852 -1.8757 -11.7344
C: -12.1445 -1.5870 -12.4705
C: -12.1198 -0.0938 -12.4076
O: -11.4078 0.2174 -11.2755
H: -11.7937 -1.9288 -13.4442
H: -13.0649 -2.1088 -12.2086
H: -13.1104 0.3444 -12.2854
H: -11.6442 0.4252 -13.2398
O: -4.7998 -4.4253 -9.8248
C: -5.4529 -3.4042 -10.1045
O: -6.1903 -2.6008 -9.2107
C: -6.5249 -1.4363 -9.8817
C: -6.4904 -1.8570 -11.3922
O: -5.5758 -2.9573 -11.4029
H: -7.5076 -1.1180 -9.5336
H: -5.7784 -0.6888 -9.6132
H: -6.1122 -1.0054 -11.9578
H: -7.4813 -2.0644 -11.7961

=====

No. 3
# C32H47AsIIrN2O3Si

A molecular structure, C32H47AsIIrN2O3Si (ωB97M-V with the def2-TZVPD basis set, the OMol25 dataset).

Values from the calculation:
Gap between HOMO and LUMO (alpha / beta), eV: 7.13 / 5.81
2S+1: 2
HOMO level (alpha / beta), eV: -10.64 / -10.51
E_LUMO (alpha / beta), eV: -3.507 / -4.701
ΔE to the lowest compared entry with this formula, charge and spin, kcal/mol: 7.56
Total charge: +1
E, a.u.: -4509.84896
Molar mass, g mol⁻¹: 929.9

Positions of all 88 atoms, in Å:
Ir: 0.2433 -0.5112 -0.2734
C: -0.1578 -2.7267 3.6873
C: -0.9397 -1.4510 3.5961
N: -1.7805 -1.1682 4.5622
C: -2.4947 -0.0299 4.5279
C: -2.4335 0.8724 3.4957
C: -3.2965 2.1211 3.5668
O: -4.3443 2.0301 4.5046
C: -1.5506 0.5841 2.4175
C: -1.6241 1.4111 1.2462
N: -1.1604 1.1507 0.0688
C: -1.7610 1.8186 -1.0337
C: -3.0271 2.4080 -0.9662
C: -3.5863 3.0354 -2.0673
C: -2.9194 3.0647 -3.2835
C: -1.6953 2.4269 -3.3951
C: -1.1489 1.8093 -2.2829
I: 0.6216 0.7287 -2.4981
C: -0.7614 -0.5786 2.4880
O: 0.2358 -0.8622 1.6714
H: -0.2037 -3.0964 4.7083
H: 0.8816 -2.5806 3.3948
H: -0.5869 -3.4838 3.0257
H: -3.1447 0.1538 5.3718
H: -3.6996 2.3858 2.5840
H: -2.6861 2.9640 3.8975
H: -4.9320 1.3087 4.2561
H: -2.2249 2.3089 1.3510
H: -3.6055 2.3529 -0.0547
H: -4.5641 3.4890 -1.9761
H: -3.3570 3.5516 -4.1437
H: -1.1769 2.4024 -4.3453
C: -2.4320 -4.2203 -1.1882
As: -2.7503 -2.3427 -1.3663
C: -2.4033 -1.8447 -3.1885
C: -4.6096 -2.0024 -1.0527
O: -1.8462 -1.4682 -0.2780
H: -3.0355 -4.7769 -1.9044
H: -2.6890 -4.5194 -0.1737
H: -1.3721 -4.4019 -1.3632
H: -3.2143 -2.1887 -3.8292
H: -1.4648 -2.2925 -3.5090
H: -2.3375 -0.7575 -3.2379
H: -5.2208 -2.7140 -1.6059
H: -4.8403 -0.9878 -1.3741
H: -4.8017 -2.0992 0.0140
C: 1.2929 -5.0993 -1.4813
C: 1.2126 -4.7094 -0.1520
C: 1.0010 -3.3770 0.1803
C: 0.8778 -2.3862 -0.7953
C: 0.9271 -2.8066 -2.1292
C: 1.1366 -4.1383 -2.4694
H: 1.4716 -6.1338 -1.7433
H: 1.3207 -5.4446 0.6363
H: 0.9289 -3.0974 1.2207
H: 0.8224 -2.0991 -2.9434
H: 1.1922 -4.4181 -3.5145
C: 3.0635 -1.2623 1.7935
Si: 2.6864 -0.2847 0.2412
C: 2.9412 1.5839 0.7093
C: 1.7050 2.1546 1.4140
C: 3.2596 2.5174 -0.4658
C: 4.0954 1.6757 1.7288
C: 3.9797 -0.9044 -1.0582
C: 4.1588 -2.4318 -0.9972
C: 5.3556 -0.3254 -0.6682
C: 3.7010 -0.4999 -2.5072
H: 4.1233 -1.1278 2.0237
H: 2.8891 -2.3285 1.6645
H: 2.4857 -0.9130 2.6476
H: 0.8575 2.2321 0.7364
H: 1.9310 3.1666 1.7668
H: 1.4057 1.5566 2.2793
H: 2.4410 2.5729 -1.1865
H: 4.1643 2.2419 -1.0052
H: 3.4097 3.5323 -0.0829
H: 3.8589 1.1502 2.6541
H: 4.2520 2.7293 1.9826
H: 5.0402 1.2900 1.3508
H: 4.5132 -2.7511 -0.0161
H: 4.9251 -2.7196 -1.7252
H: 3.2581 -2.9898 -1.2300
H: 5.6351 -0.5856 0.3537
H: 5.4203 0.7551 -0.7771
H: 6.1112 -0.7649 -1.3268
H: 2.8271 -1.0225 -2.9099
H: 4.5441 -0.7932 -3.1414
H: 3.5780 0.5804 -2.6264

=====

No. 4
# C32H47CeCl3N3O3SSi

A molecular structure, C32H47CeCl3N3O3SSi at a distorted geometry (ωB97M-V with the def2-TZVPD basis set, the OMol25 dataset).

Values from the calculation:
Gap between HOMO and LUMO, eV: 3.46
2S+1: 2
HOMO level, eV: -3.68
E_LUMO, eV: -0.220
E, a.u.: -4180.93727
Molar mass, g mol⁻¹: 828.4

Positions of all 91 atoms, in Å:
C: -1.6669 -2.2913 -4.9806
C: -1.2026 -2.9299 -3.6891
H: -1.9130 -3.0048 -5.7500
H: -0.8513 -1.6506 -5.2995
H: -2.5003 -1.6456 -4.7461
C: -0.6106 -4.1884 -3.7084
C: -0.1264 -4.7992 -4.9739
H: -0.3645 -4.7377 -2.7974
H: 0.4054 -4.0626 -5.6221
H: -0.9169 -5.2652 -5.6004
H: 0.6034 -5.5946 -4.7381
Ce: 0.9595 1.5110 0.3670
Cl: -1.8007 1.3776 0.1373
Cl: 3.0449 3.2071 0.0350
H: 1.5878 5.1661 2.9156
H: -1.4115 6.4273 3.0352
C: 1.2703 5.6071 1.9585
C: -1.1491 6.3676 1.9671
N: -0.1476 5.3560 1.7092
H: 1.8973 5.1571 1.1797
C: -0.5434 4.0974 1.5890
O: 0.2754 3.1519 1.7824
H: -2.0540 6.0714 1.4268
H: -1.5785 3.9041 1.2647
H: 1.4092 6.6966 1.9610
H: -0.7946 7.3337 1.6117
H: 1.6813 -1.0101 -3.5889
H: 2.7930 -3.9044 -2.6873
C: 2.7065 -0.9537 -3.2102
C: 3.5066 -3.1441 -2.3187
N: 2.8438 -1.8564 -2.0753
H: 2.9299 0.0661 -2.9036
C: 2.3404 -1.5287 -0.8848
O: 2.0128 -0.3598 -0.5531
H: 3.9837 -3.5193 -1.3980
H: 2.2407 -2.3689 -0.1740
H: 3.4008 -1.2845 -3.9796
H: 4.2785 -3.0021 -3.0892
O: -0.5906 -1.6576 -3.0841
C: -1.6049 -2.2329 -2.3241
C: -0.0103 -3.4031 -0.8054
C: -1.2273 -2.7436 -1.0040
H: 0.7426 -3.3224 -1.5897
C: 0.2305 -4.0775 0.3979
H: -2.5932 -1.8047 -2.4032
C: -2.0279 -2.4859 0.1346
H: 1.1722 -4.5986 0.5370
C: -0.7331 -4.0761 1.4064
C: -1.8272 -3.2137 1.3020
H: -2.7764 -1.6837 0.0769
H: -0.6215 -4.6861 2.3061
H: -2.5312 -3.0945 2.1363
Si: -0.6046 2.7512 -3.4921
Cl: 0.4577 1.1000 -2.1818
C: 0.9049 3.8149 -3.7216
C: -1.7886 3.6257 -2.3471
C: -1.1872 2.1255 -5.1366
H: 1.5906 3.7750 -2.8621
H: 0.7203 4.8833 -3.9080
H: 1.4657 3.4548 -4.5960
H: -0.3894 1.5628 -5.6454
H: -1.4562 2.9543 -5.8284
H: -2.0615 1.4597 -5.0741
H: -2.0669 2.9886 -1.4849
H: -2.7391 3.9049 -2.8351
H: -1.4133 4.5683 -1.8900
N: 0.2947 -0.2702 1.6831
S: -0.9204 -0.3781 2.7820
C: -0.3746 -1.6916 3.8439
C: -1.3175 -2.4419 4.5605
C: -0.8868 -3.5126 5.3441
C: 0.4724 -3.8472 5.3994
C: 1.4030 -3.0886 4.6796
C: 0.9784 -1.9934 3.9178
C: -0.6740 1.0387 3.8111
C: 0.6018 1.5528 3.9386
C: 0.8072 2.7485 4.6295
C: -0.2454 3.3184 5.3509
C: -1.5267 2.7481 5.2933
C: -1.7519 1.6226 4.4994
H: 0.5191 -1.2109 1.3333
H: -2.3702 -2.1874 4.4805
H: -1.6144 -4.0998 5.8999
H: 0.8016 -4.7095 5.9917
H: 2.4617 -3.3528 4.7048
H: 1.7105 -1.4097 3.3717
H: 1.4340 1.0576 3.4416
H: 1.7907 3.2280 4.6011
H: -0.0751 4.2205 5.9512
H: -2.3543 3.1974 5.8523
H: -2.7370 1.1761 4.3836

=====

No. 5
# C32H47GeKN3O2Sb

A molecular structure, C32H47GeKN3O2Sb at a distorted geometry (ωB97M-V with the def2-TZVPD basis set, the OMol25 dataset).

Values from the calculation:
Gap between HOMO and LUMO, eV: 4.41
HOMO level, eV: -0.28
E_LUMO, eV: 4.138
ΔE to the lowest compared entry with this formula, charge and spin, kcal/mol: 21.83
Total charge: -2
E, a.u.: -4479.30833
Molar mass, g mol⁻¹: 739.2

Positions of all 87 atoms, in Å:
K: -14.5204 -11.5111 -8.7737
O: -14.9908 -8.8252 -8.2278
C: -16.1476 -8.9095 -7.6056
C: -16.1723 -8.7190 -6.1870
C: -17.3497 -8.7113 -5.4606
C: -18.5459 -8.7678 -6.1824
C: -18.5476 -8.9153 -7.5396
C: -17.3805 -9.0633 -8.2901
C: -17.3936 -9.4455 -9.7456
N: -17.1665 -10.8759 -9.9146
C: -18.1652 -11.6758 -9.1642
C: -17.6588 -12.3238 -7.8232
N: -16.6228 -13.2914 -8.1098
C: -16.6658 -14.5271 -8.1605
C: -15.6193 -15.4662 -8.6744
C: -16.0527 -16.7455 -8.9868
C: -15.2677 -17.7711 -9.4849
C: -13.9405 -17.4680 -9.7110
C: -13.4607 -16.2065 -9.4558
C: -14.2238 -15.1037 -8.8648
O: -13.6849 -14.0257 -8.6489
H: -15.2752 -8.5359 -5.6575
H: -17.3717 -8.4230 -4.4603
H: -19.4947 -8.6412 -5.6394
H: -19.5085 -8.8981 -8.0727
H: -16.5649 -8.9584 -10.2978
H: -18.3827 -12.5265 -9.8068
H: -19.0503 -11.0909 -8.8872
H: -18.5206 -12.8364 -7.3808
H: -17.2599 -11.5169 -7.1810
H: -17.6644 -14.9707 -7.7880
H: -17.1573 -16.9306 -8.8785
H: -15.7659 -18.7411 -9.6520
H: -13.2035 -18.1381 -10.1368
H: -12.4254 -15.9931 -9.7184
C: -13.2201 -5.0215 -8.2550
C: -12.0536 -6.0255 -8.4675
C: -10.7616 -5.6255 -8.8904
C: -9.8308 -6.6026 -9.1438
N: -10.0683 -7.9225 -9.0753
C: -11.3260 -8.2724 -8.8732
C: -12.3410 -7.4352 -8.4714
H: -12.9268 -4.0573 -7.8218
H: -13.9708 -5.4449 -7.6519
H: -13.6831 -4.7767 -9.2306
H: -10.4144 -4.5920 -8.9761
H: -8.7568 -6.4331 -9.2604
H: -11.5160 -9.3259 -8.8965
H: -13.2848 -7.8472 -8.2364
C: -7.7818 -10.7009 -9.2185
C: -8.7150 -10.8819 -10.3601
Sb: -10.3840 -12.1314 -9.8568
C: -9.1266 -13.8172 -9.5354
C: -9.8984 -15.0977 -9.2595
C: -10.9066 -12.8696 -11.8352
C: -12.3269 -13.4810 -11.7361
H: -6.9007 -10.1461 -9.5282
H: -7.4534 -11.7192 -8.8483
H: -8.2835 -10.2257 -8.3531
H: -8.1652 -11.3523 -11.2186
H: -9.1267 -9.8790 -10.6465
H: -8.4287 -13.5575 -8.6598
H: -8.4996 -13.9733 -10.4134
H: -10.6728 -14.9862 -8.5752
H: -9.2710 -15.8462 -8.7423
H: -10.3530 -15.5101 -10.1600
H: -10.1443 -13.4726 -12.1840
H: -10.9141 -11.9472 -12.5149
H: -12.9654 -12.7688 -11.1833
H: -12.3616 -14.4786 -11.2227
H: -12.7848 -13.4895 -12.7124
C: -16.7373 -10.0476 -13.0644
Ge: -18.5205 -9.9115 -12.2972
C: -19.4942 -11.7067 -12.3931
C: -19.4782 -8.7046 -13.6746
C: -18.6748 -9.0378 -10.5059
H: -15.9344 -10.0189 -12.3447
H: -16.6246 -9.2296 -13.7971
H: -16.6754 -10.9800 -13.7140
H: -19.5207 -11.9044 -13.4987
H: -20.5217 -11.5928 -11.9701
H: -18.8995 -12.4925 -11.9068
H: -19.6033 -9.2900 -14.6166
H: -18.8665 -7.8633 -13.9351
H: -20.5092 -8.3694 -13.3944
H: -19.5734 -9.4197 -10.0223
H: -18.8179 -7.8972 -10.4463